# 1
C37H52F9N2O6S2 | wB97M-V/def2-TZVPD

Last column: Mulliken charge in e.
Atoms and positions in Å:
C 0.559 6.419 -1.248  -1.24
C -0.610 5.771 -1.989  -0.67
C -0.264 4.499 -2.778  -1.34
C 0.221 3.337 -1.909  -0.83
C 1.139 2.226 -2.502  1.44
C 2.605 2.760 -2.288  -1.97
C 3.015 4.123 -2.855  -0.61
C 3.475 4.189 -4.307  -0.76
S 4.865 3.047 -4.558  -0.27
C 0.968 1.846 -3.985  0.86
F 0.589 2.896 -4.755  -0.43
F 2.178 1.483 -4.463  -0.25
C 0.022 0.693 -4.489  0.15
F 0.257 -0.490 -3.907  -0.25
F 0.395 0.514 -5.777  -0.35
C -1.511 1.026 -4.590  0.75
F -1.791 1.399 -5.843  -0.31
F -1.865 2.038 -3.804  -0.20
C -2.420 -0.210 -4.338  0.26
F -3.665 0.144 -4.647  -0.29
F -2.417 -0.588 -3.074  -0.04
F -2.073 -1.202 -5.126  -0.27
C 1.102 1.015 -1.491  -0.31
C 2.248 -0.007 -1.724  -2.41
C 1.935 -1.501 -1.573  1.45
C 3.129 -2.287 -2.066  -0.27
O 3.519 -2.177 -3.193  -0.63
N 3.773 -3.118 -1.144  -0.16
C 2.876 -3.764 -0.200  -0.12
C 1.963 -4.711 -0.658  -0.24
C 1.070 -5.288 0.236  -0.89
C 1.088 -4.883 1.568  -0.33
C 1.999 -3.944 2.030  -0.31
C 2.910 -3.377 1.139  -0.39
C -0.243 0.363 -1.168  -1.70
C -0.236 -0.081 0.326  -1.47
C -0.870 -1.457 0.541  1.31
C -0.923 -1.784 2.038  -2.16
O -2.124 -1.602 -0.093  -0.41
C -3.163 -0.765 0.378  -0.48
C -4.343 -1.557 0.887  0.13
C -5.499 -0.871 1.271  -0.49
C -6.622 -1.565 1.720  -0.64
C -6.601 -2.960 1.792  -0.43
C -5.448 -3.650 1.426  -0.88
C -4.324 -2.948 0.978  -0.30
O -1.393 1.220 -1.327  -0.33
S -1.245 2.758 -0.989  1.96
O -0.990 2.983 0.410  -0.90
O -2.446 3.351 -1.481  -0.75
H 0.186 7.296 -0.725  0.49
H 1.334 6.735 -1.940  0.27
H 0.957 5.772 -0.469  0.26
H -1.413 5.590 -1.278  0.36
H -1.005 6.479 -2.714  0.52
H 0.465 4.791 -3.526  0.68
H -1.150 4.257 -3.353  0.33
H 0.800 3.786 -1.109  1.13
H 3.360 2.046 -2.594  0.55
H 2.712 2.855 -1.209  0.75
H 3.917 4.385 -2.296  0.62
H 2.337 4.936 -2.634  -0.47
H 2.683 4.079 -5.040  0.28
H 3.881 5.188 -4.451  0.59
H 5.096 3.206 -5.866  0.16
H 1.348 1.513 -0.555  1.85
H 3.045 0.225 -1.021  0.29
H 2.707 0.102 -2.701  0.96
H 1.745 -1.728 -0.532  -0.30
H 1.078 -1.834 -2.150  0.28
H 4.273 -3.824 -1.677  0.42
H 1.978 -4.960 -1.709  0.50
H 0.354 -6.009 -0.122  0.42
H 0.368 -5.303 2.259  0.40
H 2.003 -3.607 3.052  0.51
H 3.627 -2.625 1.427  0.45
H -0.478 -0.533 -1.722  0.70
H -0.819 0.617 0.918  0.56
H 0.781 -0.163 0.706  0.89
H -0.241 -2.222 0.092  -0.03
H 0.050 -2.093 2.408  0.68
H -1.663 -2.554 2.233  0.57
H -1.277 -0.897 2.575  -0.17
H -2.847 -0.087 1.172  0.16
H -3.507 -0.135 -0.441  0.65
H -5.543 0.210 1.220  0.43
H -7.513 -1.030 2.012  0.41
H -7.489 -3.479 2.115  0.40
H -5.432 -4.727 1.479  0.41
H -3.439 -3.488 0.678  0.55
C -0.317 -0.958 7.567  -1.55
C -0.647 -1.570 6.216  0.23
C 0.392 -2.559 5.690  -0.77
O 1.530 -1.857 5.220  -0.26
C 2.640 -1.808 6.129  -0.84
N -0.704 -0.471 5.183  -0.15
H 0.541 -0.286 7.513  0.39
H -1.161 -0.384 7.953  0.44
H -0.091 -1.740 8.289  0.40
H -1.633 -2.033 6.251  0.41
H -0.031 -3.077 4.823  0.24
H 0.643 -3.317 6.431  0.70
H 2.655 -2.675 6.789  0.38
H 2.614 -0.893 6.722  0.30
H 3.550 -1.801 5.534  0.24
H -1.190 0.363 5.513  0.40
H -1.142 -0.786 4.313  0.24
H 0.270 -0.233 4.948  0.46

Forces on the atoms, in the same order (eV/Å):
C -0.5764 0.0143 -0.0541
C 0.2708 -0.1006 0.2550
C -0.3181 0.8908 -0.2565
C -0.5404 0.0244 -0.5810
C 0.4773 -0.2286 0.8842
C -0.2839 0.7458 -0.1212
C 0.8910 -0.2800 0.0275
C 0.0835 0.6392 -0.3190
S 0.1488 -0.3456 0.1890
C -0.2990 -0.3966 -0.1470
F -0.1831 0.2503 0.0621
F 0.1762 -0.3094 0.0468
C 0.1406 0.4387 -1.3383
F -0.0930 0.0075 0.7687
F 0.1236 -0.0399 -0.0783
C 0.0323 -0.5927 -0.2571
F 0.0878 0.1623 -0.3637
F -0.0372 0.1105 0.4781
C -0.5756 0.9782 -0.1177
F -0.3102 0.0871 -0.0168
F 0.2310 -0.4067 0.4929
F 0.3730 -0.6024 -0.2244
C -0.0117 0.1987 -0.3507
C -0.0787 -0.3152 -0.2014
C 0.1655 0.3340 0.4942
C -0.1072 0.0838 0.3284
O 0.3630 0.0590 -0.6534
N -0.9306 -0.6674 0.0272
C 0.3312 0.1643 0.1886
C 0.2446 0.1692 0.4164
C 0.2512 0.4154 -0.0054
C -0.2227 -0.1770 0.1355
C 0.2912 0.2204 -0.6634
C -0.3410 -0.3877 -0.4051
C 0.1203 -0.4928 1.7448
C -0.2990 -0.8367 -0.4081
C 0.1660 -0.1249 0.2321
C -0.4886 0.2252 -0.0130
O 0.1466 0.1202 0.0631
C -0.4962 -0.0755 -0.0477
C -0.3125 -0.2598 0.2109
C -0.2347 -0.3685 0.1395
C 0.5132 -0.2940 -0.1221
C 0.3375 0.3505 -0.1679
C -0.1262 0.5385 0.0274
C -0.3341 0.0434 0.1229
O 0.4238 0.1670 -0.4416
S -0.7315 0.9979 0.3619
O 0.5498 -0.6506 0.0452
O 0.0338 -0.3125 -0.2967
H 0.0810 0.2084 0.0002
H 0.2304 0.0136 0.0690
H 0.2662 -0.1144 -0.0362
H -0.1213 -0.1232 0.0069
H -0.0695 0.1274 -0.0736
H 0.3286 -0.2223 0.0755
H -0.0556 -0.4014 0.0091
H 0.0912 -0.1420 0.2502
H -0.1227 -0.1929 -0.1411
H -0.0836 -0.0521 0.1550
H 0.0203 0.0080 0.1935
H -0.3291 -0.0639 -0.0702
H -0.0611 -0.3894 -0.0154
H -0.0699 0.1598 -0.0509
H -0.1999 0.1829 -0.0179
H 0.0537 0.2330 0.0697
H 0.1110 0.0011 0.1006
H -0.1954 0.1139 -0.2073
H -0.1042 -0.0909 0.1069
H -0.0627 0.0458 -0.1704
H 0.4235 0.1970 0.0622
H -0.1358 -0.1583 -0.0870
H -0.1100 -0.1295 0.0694
H -0.0182 -0.0910 0.0202
H -0.0477 -0.0840 0.3061
H 0.1003 0.0599 0.1706
H -0.0865 0.2052 -0.5503
H 0.3124 0.4452 0.0257
H 0.1190 0.2936 0.1540
H -0.0348 -0.1279 -0.2417
H 0.1307 0.0444 0.0505
H 0.0424 -0.3239 -0.0573
H 0.0618 0.1889 -0.0335
H 0.2586 0.0684 0.0201
H 0.0948 0.0924 -0.1280
H 0.0882 0.0728 -0.0870
H -0.0747 0.1077 -0.0101
H -0.0243 -0.1669 0.0595
H 0.0576 -0.1164 -0.0270
H 0.0914 -0.0312 -0.0916
C -0.0759 0.2114 -0.0559
C 0.0669 -0.0031 0.4600
C -0.1012 0.0820 -0.6523
O 0.0549 -0.2264 0.3467
C 0.1179 0.2123 -0.1322
N -0.0062 0.0557 -0.0366
H 0.0633 -0.0752 -0.0149
H 0.0018 -0.0183 0.0013
H -0.0132 -0.0376 -0.0114
H 0.0087 -0.0498 -0.0956
H 0.0381 -0.0273 0.0151
H -0.0230 0.1004 0.1460
H -0.0441 -0.0321 -0.0235
H -0.0139 -0.0515 0.0758
H -0.0259 -0.0321 -0.0424
H -0.0249 -0.0371 0.0446
H -0.0186 -0.0360 -0.0288
H -0.0028 -0.0541 0.0352

- Highest occupied orbital energy: -10.404 eV
- Total charge: +1
- Orbital gap: 7.322 eV

# 2
C37H52GeN7O4PrSi | wB97M-V/def2-TZVPD

Last column: Löwdin spin population.
Atoms and positions in Å:
Pr -1.805 -1.516 1.549  2.02
C 1.368 -0.613 3.309  0.00
C 0.871 -2.019 3.690  0.00
N -0.584 -2.066 3.810  0.00
C -1.141 -1.528 5.048  0.00
C -1.289 -0.001 4.980  0.00
N -1.847 0.389 3.685  0.00
C -1.331 1.640 3.130  0.00
C 0.151 1.476 2.717  0.00
N 0.452 0.081 2.392  0.00
H 2.367 -0.711 2.872  0.00
H 1.479 -0.014 4.213  0.00
H 1.369 -2.335 4.617  0.00
H 1.151 -2.719 2.907  0.00
H -0.884 -3.033 3.718  0.00
H -0.527 -1.796 5.917  0.00
H -2.131 -1.970 5.179  0.00
H -0.318 0.476 5.107  0.00
H -1.918 0.330 5.812  0.00
H -2.854 0.453 3.759  0.00
H -1.422 2.482 3.828  0.00
H -1.929 1.865 2.246  0.00
H 0.802 1.824 3.523  0.00
H 0.347 2.122 1.859  0.00
H 0.813 -0.003 1.454  0.00
C -5.093 -1.823 3.961  0.00
C -5.129 -0.714 2.943  0.00
C -6.190 0.173 2.901  0.00
C -6.142 1.216 1.976  0.00
C -5.077 1.325 1.116  0.00
C -4.041 0.362 1.159  0.00
N -4.082 -0.614 2.112  0.00
N -2.955 0.324 0.357  -0.01
Si -2.890 1.044 -1.207  0.00
C -4.494 0.831 -2.194  0.00
C -1.523 0.133 -2.149  0.00
C -2.411 2.882 -1.170  0.00
H -4.862 -1.424 4.952  0.00
H -4.344 -2.561 3.683  0.00
H -6.067 -2.308 4.024  0.00
H -7.025 0.054 3.577  0.00
H -6.945 1.942 1.940  0.00
H -5.006 2.143 0.412  0.00
H -4.576 -0.196 -2.557  0.00
H -4.523 1.494 -3.062  0.00
H -5.378 1.030 -1.585  0.00
H -0.926 -0.480 -1.474  0.00
H -0.849 0.822 -2.663  0.00
H -1.937 -0.536 -2.907  0.00
H -3.258 3.535 -0.946  0.00
H -2.003 3.188 -2.137  0.00
H -1.643 3.067 -0.412  0.00
N -2.792 -3.025 -0.300  0.00
N -2.483 -4.281 0.310  0.00
C -2.099 -4.286 1.673  0.00
O -1.360 -5.176 2.063  0.00
O -2.613 -3.346 2.394  0.00
H -3.685 -3.100 -0.766  0.00
H -2.062 -2.836 -0.999  0.00
H -1.880 -4.873 -0.242  0.00
O -0.156 -2.792 -1.323  0.00
C 0.592 -2.394 -0.422  0.00
O 0.216 -2.197 0.793  0.00
C 2.019 -1.993 -0.758  0.00
C 2.102 -0.452 -0.678  0.00
Ge 3.079 0.458 -2.137  0.00
C 5.000 0.051 -2.055  0.00
C 5.657 -0.597 -3.097  0.00
C 7.015 -0.874 -3.010  0.00
C 7.730 -0.508 -1.879  0.00
C 7.085 0.136 -0.832  0.00
C 5.729 0.412 -0.922  0.00
C 2.844 2.395 -1.862  0.00
C 3.915 3.282 -1.959  0.00
C 3.719 4.649 -1.812  0.00
C 2.448 5.147 -1.566  0.00
C 1.372 4.275 -1.469  0.00
C 1.572 2.911 -1.617  0.00
C 2.348 0.001 -3.898  0.00
C 1.323 -0.926 -4.077  0.00
C 0.837 -1.197 -5.350  0.00
C 1.364 -0.543 -6.453  0.00
C 2.377 0.392 -6.284  0.00
C 2.864 0.660 -5.014  0.00
H 2.257 -2.366 -1.753  0.00
H 2.709 -2.452 -0.049  0.00
H 2.559 -0.139 0.265  0.00
H 1.096 -0.021 -0.708  0.00
H 5.104 -0.888 -3.983  0.00
H 7.517 -1.379 -3.826  0.00
H 8.789 -0.725 -1.811  0.00
H 7.638 0.424 0.053  0.00
H 5.226 0.922 -0.106  0.00
H 4.911 2.898 -2.149  0.00
H 4.560 5.326 -1.893  0.00
H 2.295 6.213 -1.454  0.00
H 0.376 4.660 -1.284  0.00
H 0.720 2.239 -1.551  0.00
H 0.883 -1.436 -3.226  0.00
H 0.043 -1.923 -5.475  0.00
H 0.983 -0.756 -7.444  0.00
H 2.783 0.913 -7.142  0.00
H 3.651 1.396 -4.883  0.00

Forces on the atoms, in the same order (eV/Å):
Pr 0.3431 2.7153 0.5854
C -0.1858 -0.2545 0.0210
C 0.1005 0.2285 -0.0547
N 0.2378 -0.6051 0.2814
C -0.0182 0.3163 -0.1472
C 0.0473 -0.3105 -0.1261
N -0.3776 0.1601 0.0403
C 0.1644 -0.0304 -0.0254
C -0.2106 -0.0771 0.1218
N 0.2266 0.1567 -0.2596
H 0.0168 0.0283 0.0348
H 0.0293 0.0657 -0.0294
H -0.0082 0.0210 0.0106
H -0.0265 -0.0279 -0.0062
H 0.0706 -0.0773 0.1688
H -0.0704 -0.0441 0.0455
H 0.0022 -0.0393 0.0084
H -0.0076 0.0333 0.0170
H 0.0520 0.0657 0.0296
H -0.0287 0.0725 -0.0003
H -0.0173 0.0203 -0.0241
H -0.0354 0.0156 0.0220
H 0.0341 0.0074 -0.0173
H 0.0161 -0.0018 -0.0032
H 0.0948 0.0809 -0.0185
C 0.0239 0.0609 -0.1270
C -0.0331 -0.0040 0.1099
C 0.0089 -0.0145 -0.0409
C 0.0223 -0.0466 0.0231
C 0.0553 0.0813 -0.0361
C -0.0752 0.0768 0.1710
N -0.8227 0.2144 -0.0400
N -0.1680 0.0200 -0.2234
Si 0.2845 0.1131 -0.4122
C 0.1332 -0.0033 0.2744
C -0.1820 0.2948 0.1284
C -0.1381 -0.2139 0.0745
H 0.0176 -0.0132 0.0041
H -0.0126 -0.0531 0.0434
H 0.0080 -0.0123 0.0383
H 0.0085 0.0054 0.0050
H 0.0129 0.0108 -0.0092
H -0.0418 -0.0070 0.0119
H 0.0251 -0.0043 0.0059
H 0.0441 0.0124 -0.0025
H -0.0183 0.0369 -0.0650
H 0.0673 -0.0512 -0.0345
H -0.0080 -0.0343 -0.0138
H 0.0186 -0.0469 0.0239
H 0.0062 -0.0060 0.0256
H -0.0351 -0.0054 -0.0167
H 0.0091 -0.0284 -0.0022
N 0.2079 -0.4506 -0.0946
N 0.0872 0.1709 0.0474
C -0.0138 -1.2968 -0.2407
O -0.1122 0.1403 0.0050
O -0.6672 -0.8519 0.4434
H -0.1625 0.0777 0.0800
H -0.0263 -0.0960 0.0850
H 0.0590 0.0139 -0.0479
O 0.1152 -0.0287 0.0811
C 0.1679 -0.2943 -0.4198
O 0.7753 -0.3635 -0.6335
C -0.1396 0.0540 0.0337
C 0.1717 0.0860 -0.2391
Ge 0.0062 0.0673 0.0905
C -0.3133 0.0223 -0.0417
C -0.0408 0.0067 0.0098
C 0.0684 -0.0318 -0.0259
C -0.0161 0.0012 0.0072
C 0.0194 0.0154 0.0478
C -0.0819 0.0078 -0.0189
C 0.0691 -0.2783 -0.0417
C -0.0144 -0.0674 0.0159
C 0.0144 0.0647 0.0062
C 0.0371 -0.0114 -0.0019
C -0.0595 0.0440 0.0149
C -0.0063 -0.0686 0.0025
C 0.1162 0.0247 0.2649
C 0.0199 0.0251 0.0790
C -0.0645 -0.0443 -0.0194
C 0.0104 0.0097 0.0211
C 0.0068 0.0268 -0.0599
C 0.0051 -0.0179 0.0499
H 0.0003 -0.0384 0.0142
H 0.0080 0.0295 0.0134
H 0.0023 0.0632 -0.0228
H 0.0364 0.0433 0.0139
H 0.0271 -0.0074 -0.0060
H -0.0099 0.0023 0.0012
H -0.0009 -0.0010 -0.0104
H 0.0030 -0.0066 -0.0089
H 0.0686 0.0054 0.0269
H 0.0064 0.0401 -0.0014
H -0.0073 -0.0018 0.0018
H -0.0033 -0.0033 0.0008
H 0.0011 -0.0203 -0.0001
H -0.0224 0.0505 0.0051
H -0.0070 -0.0263 -0.0546
H 0.0001 0.0115 -0.0048
H -0.0009 -0.0016 0.0008
H 0.0036 -0.0045 0.0049
H -0.0043 0.0070 -0.0652

- Relative energy (zero: lowest compared OMol25 entry of this formula, charge and spin): 0.0 kJ/mol
- Highest occupied orbital energy (spin up / spin down): -7.723 / -7.728 eV
- Orbital gap (spin up / spin down): 8.149 / 8.154 eV
- Spin multiplicity: 3